# 1
This record from the OMol25 dataset describes a molecular structure, C46H56GeN2O6PRhS in a non-equilibrium geometry. The level of theory is wB97M-V/def2-TZVPD.

Structure (XYZ):
```
114
Properties=species:S:1:pos:R:3:forces:R:3
Rh 0.3495 -1.1483 -0.1953 -0.59 0.10 -0.93
N -0.5915 0.1132 -1.9051 0.11 0.04 0.07
C -1.3847 -0.5985 -2.8786 -0.47 -0.33 0.13
C -1.8922 -1.9392 -2.3012 -0.71 1.15 -1.72
O -2.8661 -2.5010 -2.7854 0.27 -0.03 0.12
N -1.1256 -2.4118 -1.3105 0.94 -1.18 1.49
C -1.4899 -3.6128 -0.6674 -0.59 0.16 0.38
C -1.0914 -3.5759 0.8901 -0.56 -0.67 -0.86
O -1.7070 -4.3526 1.5861 -0.07 -0.29 0.24
O -0.1399 -2.8235 1.1618 1.08 1.06 0.28
H -1.1665 0.7015 -1.3052 0.26 0.03 -0.27
H 0.1762 0.6869 -2.2690 -0.12 0.00 0.26
H -0.7910 -0.8358 -3.7664 -0.05 0.01 0.06
H -2.2572 -0.0210 -3.2077 0.08 -0.17 -0.06
H -0.9033 -4.4710 -1.0186 0.10 0.09 0.02
H -2.5553 -3.8455 -0.7575 0.22 -0.12 -0.21
O 1.6240 1.6898 -1.4580 0.14 0.10 -0.64
C 1.4866 1.7461 -0.2364 0.84 0.73 0.24
O 0.7616 0.9843 0.4667 -0.69 -1.25 0.43
C 2.2838 2.7870 0.5718 -0.14 -0.41 -0.33
C 1.5388 4.0967 0.7803 -0.47 0.04 0.39
Ge -0.2838 3.9278 1.6118 0.23 0.37 0.04
C -0.7653 5.6331 2.5364 0.11 -0.53 -0.33
C -2.0249 6.2036 2.3957 -0.10 -0.13 -0.14
C -2.3637 7.3698 3.0602 -0.14 0.10 0.03
C -1.4486 7.9820 3.8982 -0.02 0.06 0.03
C -0.1995 7.4117 4.0720 0.09 0.10 0.12
C 0.1330 6.2505 3.3963 0.20 -0.09 -0.04
C -1.5693 3.7899 0.1095 0.44 -0.07 0.55
C -2.1597 2.5929 -0.2641 -0.05 0.10 0.05
C -3.0123 2.5385 -1.3562 -0.12 -0.06 -0.11
C -3.2873 3.6825 -2.0845 -0.06 0.00 -0.05
C -2.7031 4.8842 -1.7207 -0.05 0.05 -0.11
C -1.8431 4.9309 -0.6388 0.13 0.11 0.12
C -0.3384 2.5314 3.0123 -0.04 0.48 -0.57
C 0.7731 2.3638 3.8279 0.09 0.15 -0.10
C 0.7629 1.4454 4.8610 0.13 -0.06 0.14
C -0.3648 0.6770 5.0920 -0.01 -0.09 0.03
C -1.4814 0.8431 4.2921 -0.13 -0.11 0.08
C -1.4691 1.7699 3.2655 -0.06 0.07 -0.11
H 3.2055 2.9720 0.0169 0.05 0.02 0.07
H 2.5194 2.3346 1.5348 0.08 -0.03 0.01
H 1.3977 4.5921 -0.1814 -0.09 0.09 0.01
H 2.1602 4.7510 1.3959 -0.11 0.12 0.01
H -2.7544 5.7310 1.7515 -0.08 0.02 -0.04
H -3.3447 7.8045 2.9246 -0.06 0.00 -0.01
H -1.7088 8.8958 4.4148 -0.01 0.03 0.03
H 0.5152 7.8777 4.7355 0.08 0.01 0.04
H 1.1114 5.8128 3.5428 0.15 0.02 0.05
H -1.9275 1.7089 0.3111 0.05 -0.16 0.09
H -3.4714 1.6024 -1.6426 -0.05 -0.05 -0.05
H -3.9546 3.6373 -2.9332 -0.06 0.00 -0.05
H -2.9269 5.7813 -2.2799 0.04 0.07 -0.05
H -1.3808 5.8708 -0.3613 -0.02 0.07 -0.03
H 1.6575 2.9655 3.6580 0.10 0.00 0.02
H 1.6331 1.3258 5.4915 0.07 0.01 0.02
H -0.3731 -0.0484 5.8928 -0.01 -0.05 0.05
H -2.3646 0.2477 4.4774 -0.08 -0.05 -0.01
H -2.3516 1.9104 2.6583 -0.10 -0.04 -0.04
C 1.2926 -4.1403 -2.7975 0.07 0.13 0.02
C 2.3449 -4.0606 -1.6845 0.03 0.23 0.14
C 1.8903 -4.8257 -0.4413 -0.03 0.17 0.03
C 3.6198 -4.7098 -2.2206 -0.04 0.14 -0.03
P 2.4363 -2.1942 -1.2749 0.75 -0.28 0.03
C 3.2083 -1.6237 -2.8390 -0.30 0.11 0.20
C 2.3736 -0.9964 -3.7571 0.11 -0.02 0.14
C 2.8396 -0.6176 -5.0030 -0.02 0.01 -0.17
C 4.1568 -0.8616 -5.3512 -0.05 0.02 0.01
C 5.0020 -1.4737 -4.4403 0.14 -0.04 -0.01
C 4.5358 -1.8530 -3.1938 -0.02 0.08 -0.04
C 3.6807 -1.7717 0.1078 -0.14 -0.09 -0.15
C 4.2807 -0.4157 -0.2767 -0.15 -0.05 -0.06
C 2.8229 -1.5993 1.3708 -0.37 -0.12 -0.27
C 4.7929 -2.7741 0.4072 -0.16 0.06 -0.10
H 0.9493 -5.1676 -2.9140 -0.01 -0.13 0.01
H 1.7207 -3.8193 -3.7458 -0.03 0.05 -0.08
H 0.4345 -3.5089 -2.5809 -0.08 -0.03 -0.09
H 1.3996 -5.7567 -0.7236 -0.02 -0.11 -0.08
H 1.1994 -4.2394 0.1549 -0.07 -0.05 0.16
H 2.7398 -5.0908 0.1837 0.06 0.03 0.12
H 3.3889 -5.7510 -2.4466 -0.01 -0.14 0.01
H 4.4319 -4.6989 -1.5007 0.10 0.00 0.10
H 3.9563 -4.2464 -3.1442 0.03 -0.01 -0.05
H 1.3500 -0.8076 -3.4769 -0.13 0.06 0.01
H 2.1770 -0.1357 -5.7061 -0.08 0.06 -0.04
H 4.5257 -0.5775 -6.3257 0.02 0.04 -0.06
H 6.0314 -1.6666 -4.7068 0.08 0.00 0.00
H 5.2178 -2.3325 -2.5085 0.02 -0.05 0.08
H 3.5009 0.2604 -0.6237 0.03 0.17 -0.08
H 5.0183 -0.5138 -1.0689 0.02 0.05 -0.04
H 4.7702 0.0396 0.5829 0.02 -0.02 0.18
H 1.8626 -1.0739 1.1271 1.01 -0.02 0.81
H 3.3619 -1.0099 2.1143 -0.10 0.10 0.01
H 2.5628 -2.5604 1.8142 -0.13 -0.01 -0.03
H 5.4729 -2.8961 -0.4315 0.08 -0.05 -0.08
H 4.3894 -3.7449 0.6831 0.02 -0.11 0.01
H 5.3793 -2.4098 1.2513 0.05 0.06 0.09
C -4.3643 0.3456 1.3179 0.39 0.04 -0.65
S -3.2897 -0.5136 0.0832 -1.89 -0.29 1.03
O -1.9675 -0.6479 0.7370 0.70 0.11 0.48
C -4.1753 -2.0796 0.2928 0.13 0.31 -0.27
C -4.0473 -2.8206 1.4531 0.00 0.19 0.08
C -4.6905 -4.0425 1.5470 -0.06 0.12 0.01
C -5.4514 -4.5036 0.4861 -0.06 -0.03 0.07
C -5.5885 -3.7453 -0.6652 -0.05 0.01 -0.02
C -4.9515 -2.5220 -0.7646 -0.02 -0.03 0.04
H -4.1852 -0.0972 2.2924 0.10 -0.17 0.02
H -5.3920 0.1880 1.0065 -0.12 0.02 -0.02
H -4.1278 1.4057 1.3326 0.04 0.05 -0.08
H -3.4218 -2.4632 2.2571 0.10 -0.01 0.07
H -4.5791 -4.6348 2.4404 0.06 -0.08 0.07
H -5.9432 -5.4612 0.5575 -0.04 -0.13 0.00
H -6.1711 -4.1163 -1.4926 -0.10 -0.03 -0.11
H -5.0264 -1.9366 -1.6638 -0.01 0.10 -0.22
```
Forces are in eV/Å.

Results
energy above the lowest of the compared OMol25 structures with the same formula, charge and spin = 6.0 kcal/mol
charge = 0
E = -5274.3630 Eh
HOMO-LUMO gap (alpha / beta) = 8.58 / 5.98 eV
LUMO (alpha / beta) = 0.51 / -2.83 eV
spin multiplicity = 5
molar mass = 971.5 Da

Atomic partial charges in e from the Löwdin method, atoms 1 to 2: atom 1 (Rh): 1.035, atom 2 (N): -0.018

---

# 2
This record from the OMol25 dataset describes 2 unconnected molecules or ions with the total composition C24H21N2O2 in a non-equilibrium geometry. The level of theory is wB97M-V/def2-TZVPD.

Structure (XYZ):
```
49
Properties=species:S:1:pos:R:3:forces:R:3
C -4.8199 -0.1919 -2.1775 0.19 -0.04 -0.11
C -4.4456 0.4382 -0.8874 0.89 0.67 1.26
N -3.2216 0.7526 -0.4798 -0.36 -0.39 -0.76
C -3.3506 1.3199 0.7833 -0.86 0.01 0.23
C -4.7190 1.3423 1.1448 0.41 -0.13 -0.39
C -5.1717 1.8495 2.3546 0.26 0.23 0.45
C -4.1999 2.3583 3.2398 -0.36 -0.29 -0.55
C -2.8328 2.3459 2.8983 0.09 -0.23 -0.51
C -2.3950 1.8281 1.6699 -0.26 -0.02 0.04
N -5.3784 0.7725 0.0542 -0.41 0.08 0.27
H -3.8992 -0.3552 -2.7475 -0.31 -0.02 0.02
H -5.3159 -1.1572 -2.0047 0.09 0.26 -0.14
H -5.4880 0.4675 -2.7489 0.15 -0.26 0.10
H -6.2413 1.8401 2.5801 0.42 0.11 0.13
H -4.5059 2.7684 4.2040 0.07 -0.15 -0.34
H -2.1014 2.7467 3.6028 -0.25 -0.13 -0.22
H -1.3510 1.7946 1.3571 -0.16 0.15 0.33
H -6.3812 0.6277 -0.0310 0.51 0.08 0.05
C 6.0244 -3.8860 2.8052 -0.29 -0.05 -0.09
O 4.6847 -4.2991 2.4452 -0.28 0.85 -0.57
C 3.9682 -3.4349 1.6823 0.33 0.13 0.07
C 2.6503 -3.8084 1.3119 0.30 0.20 0.02
C 1.8856 -2.9585 0.5357 0.13 0.41 -0.17
C 2.3942 -1.7004 0.0908 0.42 -0.31 0.34
C 1.6316 -0.7836 -0.7204 1.04 0.89 -0.03
O 2.3006 0.3652 -1.0412 -1.21 -0.65 -0.18
C 1.7097 1.3464 -1.8168 -0.09 -0.41 0.24
C 0.3881 1.1730 -2.2855 0.70 0.82 -0.04
C -0.1723 2.2154 -3.0709 0.10 -0.17 0.11
C 0.5680 3.3484 -3.3541 -0.41 -0.24 -0.06
C 1.8795 3.4875 -2.8667 0.13 -0.42 0.27
C 2.4618 2.4884 -2.0922 -0.08 0.12 -0.12
C -0.2871 -0.0066 -1.9287 -0.15 -0.96 0.35
C 0.3336 -0.9845 -1.1646 -0.70 0.41 -0.49
C 3.7055 -1.3513 0.4718 0.04 -0.12 0.08
C 4.4829 -2.1881 1.2474 -0.04 -0.33 0.16
H 6.4307 -4.6956 3.4068 -0.08 0.08 -0.07
H 6.6351 -3.7390 1.9064 -0.11 -0.10 0.18
H 5.9959 -2.9582 3.3890 -0.01 -0.23 -0.06
H 2.2703 -4.7698 1.6543 0.05 0.26 -0.11
H 0.8723 -3.2461 0.2514 0.35 -0.08 0.20
H -1.1948 2.0732 -3.4295 0.34 0.22 0.08
H 0.1264 4.1382 -3.9607 0.15 -0.19 0.18
H 2.4477 4.3870 -3.0976 -0.13 -0.22 0.07
H 3.4760 2.5771 -1.7031 -0.30 -0.03 -0.12
H -1.3149 -0.1505 -2.2622 0.24 0.06 0.17
H -0.1690 -1.9121 -0.8918 0.06 0.45 -0.16
H 4.1400 -0.4051 0.1606 -0.18 -0.18 0.02
H 5.4929 -1.8701 1.5147 -0.46 -0.16 -0.11
```
Forces are in eV/Å.

Results
energy above the lowest of the compared OMol25 structures with the same formula, charge and spin = 0.0 kcal/mol
charge = +1
E = -1186.9361 Eh
HOMO-LUMO gap = 5.91 eV
LUMO = -4.60 eV
molar mass = 369.4 Da

Atomic partial charges in e from the Löwdin method, atoms 1 to 2: atom 1 (C): -0.012, atom 2 (C): -0.377